Entry 1:
Computed, not measured: a cluster of 2 separate species, C3H8O3 in total in a non-equilibrium geometry, with ωB97M-V/def2-TZVPD.

Summary:
- expectation value of S² = 0.76
- energy above the lowest of the compared OMol25 structures with the same formula, charge and spin (kJ/mol) = 27.7
- F_max (hartree/bohr) = 0.0418
- DFT total energy (Ha) = -344.42974
- HOMO (alpha / beta) (eV) = -15.6002 / -15.2493

```
! RIJCOSX wB97M-V def2-TZVPD def2/J DEFGRID3
* xyz 1 2
O 0.99 -1.02 -1.78
C -0.15 -1.02 -1.46
C -0.59 -1.07 0.03
C -0.69 0.30 0.63
O -1.90 0.83 0.22
H -0.96 -0.78 -2.18
H -1.51 -1.61 0.23
H 0.17 -1.70 0.50
H -0.78 0.08 1.72
H 0.14 1.02 0.59
H -1.94 1.80 0.28
H 2.07 0.59 -0.11
H 2.92 1.62 0.54
O 2.24 0.96 0.77
*
```

Entry 2:
Computed, not measured: the ion C2H9N4 with charge +1 in a non-equilibrium geometry, with ωB97M-V/def2-TZVPD.

Summary:
- SMILES = NC1(N)CN1[NH3+]
- energy above the lowest of the compared OMol25 structures with the same formula, charge and spin (kJ/mol) = 379.8
- F_max (hartree/bohr) = 0.0775
- DFT total energy (Ha) = -300.27467
- HOMO (eV) = -14.1511

```
! RIJCOSX wB97M-V def2-TZVPD def2/J DEFGRID3
* xyz 1 1
C -0.50 0.27 -1.30
C 0.61 0.00 -0.40
N -0.51 1.10 0.14
N 1.92 0.51 -0.59
N 0.49 -1.17 0.36
N -1.35 0.40 1.04
H -0.25 1.00 -2.02
H -1.37 -0.32 -1.52
H 2.30 0.52 0.46
H 1.86 1.46 -0.95
H 0.77 -2.00 -0.23
H 1.07 -1.29 1.13
H -0.72 -0.42 1.32
H -2.23 -0.06 0.57
H -1.72 1.16 1.65
*
```

Entry 3:
Computed, not measured: the molecule C4H9N in a non-equilibrium geometry, with ωB97M-V/def2-TZVPD.

Summary:
- SMILES = CC(C)=CN
- energy above the lowest of the compared OMol25 structures with the same formula, charge and spin (kJ/mol) = 140.7
- F_max (hartree/bohr) = 0.0795
- DFT total energy (Ha) = -212.49760
- HOMO (eV) = -7.5555

```
! RIJCOSX wB97M-V def2-TZVPD def2/J DEFGRID3
* xyz 0 1
C 0.14 0.09 -1.45
C -0.20 0.24 0.03
C 0.47 -0.38 1.00
N 1.34 -1.41 0.78
C -1.43 1.07 0.43
H -0.43 -0.79 -2.00
H 1.27 -0.24 -1.50
H 0.12 1.00 -2.13
H 0.56 0.21 2.00
H 1.54 -2.18 1.45
H 1.80 -1.51 -0.05
H -2.25 0.76 -0.23
H -1.25 2.14 0.24
H -1.68 1.00 1.43
*
```

Entry 4:
Computed, not measured: the molecule C3H4FNS in a non-equilibrium geometry, with ωB97M-V/def2-TZVPD.

Summary:
- SMILES = C=C(F)/C=N/S
- energy above the lowest of the compared OMol25 structures with the same formula, charge and spin (kJ/mol) = 103.7
- F_max (hartree/bohr) = 0.0239
- DFT total energy (Ha) = -669.45960
- HOMO (eV) = -8.9733

```
! RIJCOSX wB97M-V def2-TZVPD def2/J DEFGRID3
* xyz 0 1
C 0.30 -0.73 0.18
C -1.10 -0.31 0.03
C -1.55 0.93 -0.03
H 3.28 0.76 -0.27
H 0.43 -1.78 0.43
H -0.87 1.75 0.14
H -2.61 1.08 -0.09
N 1.22 0.10 -0.14
F -1.95 -1.34 -0.18
S 2.86 -0.47 -0.06
*
```

Entry 5:
Computed, not measured: a structure of composition C7H12 in a non-equilibrium geometry, with ωB97M-V/def2-TZVPD.

Summary:
- energy above the lowest of the compared OMol25 structures with the same formula, charge and spin (kJ/mol) = 381.1
- F_max (hartree/bohr) = 0.0599
- DFT total energy (Ha) = -273.76341
- HOMO (eV) = -8.0834

```
! RIJCOSX wB97M-V def2-TZVPD def2/J DEFGRID3
* xyz 0 1
C 1.60 0.83 1.36
C 0.36 1.27 0.55
C -1.17 0.90 -0.76
C -0.75 -0.17 -1.74
C -0.16 -1.38 -1.03
C -0.63 -1.20 0.42
C -0.86 0.32 0.59
H 2.42 1.52 1.15
H 1.35 0.91 2.43
H 1.89 -0.21 1.17
H 0.14 2.28 0.89
H 0.42 1.61 -0.72
H -1.75 -0.39 -2.12
H -0.18 0.13 -2.63
H -0.51 -2.31 -1.50
H 0.93 -1.39 -1.11
H 0.06 -1.65 1.13
H -1.60 -1.69 0.55
H -1.56 0.62 1.38
*
```

Which value of DFT total energy does entry 5 give?
-273.76341 Ha

Copy entry 2 word for word.
Computed, not measured: the ion C2H9N4 with charge +1 in a non-equilibrium geometry, with ωB97M-V/def2-TZVPD.

Summary:
- SMILES = NC1(N)CN1[NH3+]
- energy above the lowest of the compared OMol25 structures with the same formula, charge and spin (kJ/mol) = 379.8
- F_max (hartree/bohr) = 0.0775
- DFT total energy (Ha) = -300.27467
- HOMO (eV) = -14.1511

```
! RIJCOSX wB97M-V def2-TZVPD def2/J DEFGRID3
* xyz 1 1
C -0.50 0.27 -1.30
C 0.61 0.00 -0.40
N -0.51 1.10 0.14
N 1.92 0.51 -0.59
N 0.49 -1.17 0.36
N -1.35 0.40 1.04
H -0.25 1.00 -2.02
H -1.37 -0.32 -1.52
H 2.30 0.52 0.46
H 1.86 1.46 -0.95
H 0.77 -2.00 -0.23
H 1.07 -1.29 1.13
H -0.72 -0.42 1.32
H -2.23 -0.06 0.57
H -1.72 1.16 1.65
*
```

Copy entry 1 word for word.
Computed, not measured: a cluster of 2 separate species, C3H8O3 in total in a non-equilibrium geometry, with ωB97M-V/def2-TZVPD.

Summary:
- expectation value of S² = 0.76
- energy above the lowest of the compared OMol25 structures with the same formula, charge and spin (kJ/mol) = 27.7
- F_max (hartree/bohr) = 0.0418
- DFT total energy (Ha) = -344.42974
- HOMO (alpha / beta) (eV) = -15.6002 / -15.2493

```
! RIJCOSX wB97M-V def2-TZVPD def2/J DEFGRID3
* xyz 1 2
O 0.99 -1.02 -1.78
C -0.15 -1.02 -1.46
C -0.59 -1.07 0.03
C -0.69 0.30 0.63
O -1.90 0.83 0.22
H -0.96 -0.78 -2.18
H -1.51 -1.61 0.23
H 0.17 -1.70 0.50
H -0.78 0.08 1.72
H 0.14 1.02 0.59
H -1.94 1.80 0.28
H 2.07 0.59 -0.11
H 2.92 1.62 0.54
O 2.24 0.96 0.77
*
```

Number 4 is which compound?
C3H4FNS